No. 1
# C19H35IO9P

A cluster of 4 separate species, C19H35IO9P in total at a distorted geometry (ωB97M-V with the def2-TZVPD basis set, OMol25).

Results
electronic energy	-2061.0231	Ha
charge	-1
HOMO	-3.5	eV
ΔE to the lowest compared entry with this formula, charge and spin	447.10	kJ/mol

The geometry in XYZ format:
```
65
Properties=species:S:1:pos:R:3:forces:R:3:nbo_charge:R:1
C -1.801990 1.387514 3.515651 -0.120 0.829 -0.241 -0.66
C -2.201735 1.233844 1.965851 0.354 -0.430 1.237 -0.07
O -1.023002 1.606209 1.189130 -1.558 0.407 -0.045 -0.57
C -1.227761 2.966486 0.712274 -1.482 1.142 -0.267 -0.14
C -0.023669 3.594353 -0.099153 -0.708 -0.184 -0.824 -0.08
O 1.247962 3.694494 0.543145 -0.660 -0.511 0.425 -0.57
C 1.228567 3.879494 1.970145 1.588 -0.695 1.197 -0.37
P 0.553241 5.535284 2.630895 0.725 -0.344 -0.145 0.69
C -0.192105 7.138050 3.416004 -1.858 1.906 0.012 -0.80
C -1.577935 7.401391 2.626605 -1.993 -3.028 4.481 0.47
O -2.612529 6.839920 3.082481 3.828 2.504 -2.598 -0.59
I -1.741459 8.612213 0.817178 0.194 -0.122 0.209 -0.04
H -0.659853 1.313668 3.583985 -1.745 -0.178 0.039 0.23
H -2.078270 2.443321 3.863279 0.478 -1.411 -0.426 0.22
H -2.343362 0.658028 4.204758 0.802 0.773 -0.960 0.19
H -2.514413 0.147962 1.772287 0.729 1.440 -0.069 0.17
H -3.106124 1.890072 1.742805 1.225 -0.767 0.043 0.18
H -2.144844 2.929078 -0.008690 1.893 0.362 1.417 0.22
H -1.581919 3.619720 1.595984 1.044 -0.736 -1.154 0.19
H -0.330289 4.645024 -0.466536 0.067 -1.586 0.697 0.19
H 0.120450 2.966746 -1.058255 -0.061 0.808 1.558 0.18
H 0.756654 3.004925 2.569209 0.345 1.104 -1.207 0.16
H 2.341100 3.856076 2.301910 -1.544 0.079 -0.723 0.17
H 1.746049 6.267512 2.173485 0.073 0.086 -0.142 -0.20
H -0.071073 5.914808 1.384132 -0.423 -0.297 -0.402 -0.20
H -0.628254 4.831619 3.118432 -0.376 0.162 0.158 -0.20
H 1.266426 5.324144 3.904767 -0.033 -0.377 0.315 -0.21
H -0.515254 6.892254 4.493385 0.426 0.473 -1.651 0.23
H 0.508479 8.036930 3.383249 -0.924 -1.129 -0.113 0.22
O -2.147565 2.342217 -1.839548 -0.846 -0.887 -0.732 -0.56
C -2.384915 1.188137 -2.083475 0.606 0.822 0.248 0.80
O -3.266239 0.426033 -1.378303 0.050 0.422 -0.170 -0.49
C -3.221657 -0.920757 -1.865161 -0.144 -0.508 0.266 -0.07
C -2.664924 -0.820157 -3.263582 0.044 -0.481 -0.585 -0.43
C -1.733864 0.365114 -3.161684 -0.139 -0.236 -0.339 -0.53
H -2.578962 -1.509501 -1.204658 0.027 0.088 -0.068 0.20
H -4.226146 -1.348814 -1.855700 0.010 0.217 0.176 0.18
H -2.173146 -1.735496 -3.597519 -0.028 0.037 0.121 0.23
H -3.471500 -0.593580 -3.969061 0.029 -0.036 0.067 0.20
H -0.736035 0.069495 -2.830434 -0.039 0.113 -0.003 0.25
H -1.682580 0.916406 -4.100486 0.235 0.158 0.234 0.23
O 0.126379 -2.069381 -1.363923 0.335 -0.051 -1.239 -0.57
C 0.958131 -2.349798 -2.194546 -0.716 -0.076 1.219 0.80
O 0.763921 -2.249714 -3.542051 -0.206 0.148 0.447 -0.50
C 1.913034 -2.765577 -4.224248 0.176 -0.132 -0.506 -0.07
C 3.042016 -2.682816 -3.223880 0.646 0.007 0.005 -0.43
C 2.328030 -2.897987 -1.906375 0.487 0.216 -0.150 -0.53
H 1.703630 -3.794880 -4.530127 -0.014 0.043 0.061 0.18
H 2.111052 -2.165431 -5.114241 -0.267 0.005 0.078 0.19
H 3.839119 -3.403767 -3.413883 -0.107 0.025 -0.069 0.22
H 3.482207 -1.680716 -3.243328 -0.033 -0.096 -0.050 0.21
H 2.242472 -3.957421 -1.658377 -0.096 0.180 0.035 0.26
H 2.808107 -2.349359 -1.096186 -0.291 -0.162 0.131 0.24
O 1.774940 -6.202613 -1.994300 -0.091 0.243 0.960 -0.58
C 1.860179 -6.473121 -0.820367 0.160 0.174 -0.937 0.79
O 1.707011 -5.569796 0.189573 -0.033 -0.330 -0.691 -0.48
C 1.983112 -6.209328 1.441760 0.027 0.140 0.584 -0.07
C 1.780535 -7.685168 1.189848 -0.085 -0.525 0.353 -0.43
C 2.193530 -7.828978 -0.258734 -0.286 -0.271 0.347 -0.53
H 3.010837 -5.974242 1.733835 -0.053 0.012 -0.044 0.18
H 1.303030 -5.828711 2.205203 0.078 0.194 -0.219 0.21
H 2.347162 -8.320085 1.872896 -0.041 0.121 -0.001 0.22
H 0.720833 -7.937382 1.295982 0.107 0.040 0.027 0.21
H 3.267486 -8.001977 -0.360498 -0.064 -0.013 -0.147 0.24
H 1.627696 -8.611991 -0.762814 0.276 0.120 -0.233 0.24
```
Forces are in eV/Å.

No. 2
# C19H35N3OP2RhS4

A structure of composition C19H35N3OP2RhS4 (ωB97M-V with the def2-TZVPD basis set, OMol25).

Results
electronic energy	-3369.5789	Ha
spin multiplicity	5
expectation value of S²	6.01
charge	+3
HOMO (spin up / spin down)	-15.3 / -16.8	eV
ΔE to the lowest compared entry with this formula, charge and spin	51.88	kJ/mol

The geometry in XYZ format:
```
65
Properties=species:S:1:pos:R:3:forces:R:3:mulliken_spin:R:1
Rh -0.070235 0.086507 -0.175180 0.146 0.277 0.159 2.17
C 2.748787 2.750166 0.185567 -0.006 0.001 0.012 0.03
P 0.957273 2.451630 0.249590 -0.068 -0.101 0.098 0.24
C 0.481625 2.958563 1.941331 0.029 0.043 -0.023 0.01
C 0.245192 3.664385 -0.888959 -0.031 -0.056 -0.015 -0.01
C 0.855625 4.893324 -1.129599 -0.012 -0.004 0.013 -0.01
C 0.267282 5.803109 -1.995449 0.029 0.014 0.008 0.00
C -0.931625 5.496495 -2.622176 -0.018 -0.008 -0.005 0.00
C -1.549790 4.278042 -2.384436 -0.010 0.004 0.000 0.00
C -0.964754 3.355818 -1.520708 0.028 0.021 -0.015 0.00
P -1.741076 1.780903 -1.115233 0.026 -0.134 -0.041 0.29
C -2.949821 2.151615 0.188003 -0.017 -0.002 -0.032 0.00
C -2.716722 1.287595 -2.559415 -0.004 0.014 0.013 0.00
H 2.974661 3.757204 0.538316 -0.013 0.002 -0.008 0.01
H 3.110914 2.642265 -0.836350 0.003 -0.018 0.001 0.00
H 3.267332 2.047348 0.835327 -0.003 0.001 0.002 -0.01
H 0.258090 4.025632 1.962962 0.034 0.012 0.003 0.00
H 1.309906 2.767068 2.624430 -0.011 -0.051 0.001 0.00
H -0.392434 2.411554 2.292386 -0.019 0.019 -0.015 0.00
H 1.789683 5.154823 -0.651037 -0.002 0.009 -0.001 0.00
H 0.748041 6.754066 -2.181658 -0.002 -0.004 0.002 0.00
H -1.388073 6.208079 -3.296788 0.001 -0.001 0.000 0.00
H -2.488129 4.061073 -2.877713 0.008 -0.006 0.000 0.00
H -3.765393 2.756989 -0.210836 0.017 0.010 -0.027 0.00
H -2.468939 2.716476 0.986148 0.006 -0.019 0.013 0.00
H -3.345351 1.219522 0.587123 -0.024 0.023 0.014 0.00
H -3.437788 2.061729 -2.822989 0.003 0.006 0.006 0.01
H -3.266839 0.383901 -2.308214 0.005 -0.028 -0.005 0.00
H -2.068007 1.097884 -3.413529 -0.004 -0.004 -0.001 0.01
S 2.462886 -0.642837 0.646309 -0.039 -0.030 -0.079 0.45
C 3.289902 -1.060146 -0.802750 0.014 0.081 -0.096 0.00
N 4.354986 -1.812230 -0.862603 0.019 -0.016 0.029 0.06
C 4.817775 -2.188852 -2.209163 0.018 -0.008 -0.027 0.00
C 4.268176 -1.119905 -3.151203 -0.015 0.012 0.031 0.00
S 2.752407 -0.496282 -2.329699 0.017 -0.018 -0.007 0.03
H 4.768063 -2.207790 -0.026763 0.003 -0.002 -0.018 0.00
H 4.423408 -3.179506 -2.440968 0.007 -0.007 -0.001 0.00
H 5.904535 -2.223374 -2.233422 0.002 -0.003 0.011 0.00
H 4.016665 -1.520698 -4.128981 -0.014 -0.004 0.004 0.00
H 4.944897 -0.275998 -3.266293 0.000 0.002 -0.005 0.00
S 0.625910 -2.559163 0.290967 0.136 0.012 -0.127 0.63
C 0.439386 -3.051745 1.965738 -0.058 -0.081 0.174 -0.02
N 1.349340 -2.774455 2.879536 -0.018 -0.054 0.016 0.00
C 1.255657 -3.243226 4.276547 -0.010 -0.004 0.004 0.00
C -0.204779 -3.416145 4.648718 -0.016 -0.002 -0.013 0.00
C -0.893429 -4.295420 3.621245 0.034 -0.013 0.011 0.00
N -0.631722 -3.756930 2.272199 -0.022 0.006 0.053 0.03
H 2.192270 -2.310575 2.579629 -0.015 0.041 -0.035 0.00
H 1.741499 -2.501513 4.906238 0.008 0.008 -0.009 0.00
H 1.801542 -4.183009 4.370740 0.010 -0.001 -0.009 0.00
H -0.696248 -2.442938 4.701289 -0.002 -0.003 -0.003 0.00
H -0.280432 -3.876235 5.632041 0.008 0.001 0.002 0.00
H -1.971012 -4.310150 3.767364 -0.005 0.005 -0.016 0.00
H -0.529445 -5.322576 3.667795 0.001 -0.005 -0.007 0.00
H -1.281510 -3.966579 1.529838 -0.026 0.045 -0.019 0.01
C -4.479854 -2.075091 -0.086996 0.039 0.012 0.062 0.01
S -2.717830 -2.289991 -0.277989 -0.069 0.015 -0.052 0.03
C -2.664049 -2.663494 -2.026721 0.066 -0.027 0.057 0.00
O -2.144235 -0.883451 -0.096303 -0.166 0.007 -0.089 0.01
H -4.973665 -3.022397 -0.304747 0.023 -0.011 -0.003 0.00
H -4.824791 -1.295615 -0.764666 0.012 -0.002 -0.010 0.00
H -4.664691 -1.793057 0.947895 -0.011 -0.011 -0.008 0.00
H -3.267865 -1.962407 -2.598990 0.003 0.041 0.032 0.00
H -3.033304 -3.680593 -2.163681 -0.020 0.009 0.012 0.00
H -1.619892 -2.619417 -2.333047 -0.003 -0.012 -0.018 0.00
```
Forces are in eV/Å.